one.
Molecular formula: C6H9NO
Method: DFT, ωB97M-V/def2-TZVPD

```
17
Properties=species:S:1:pos:R:3:mulliken_charge:R:1
N -2.24728 -0.42793 0.21386 -0.782
C -0.96388 -0.26119 -0.55286 0.088
C 0.15089 -1.26504 -0.00861 -0.028
C 1.48984 -1.13768 -0.56790 -0.750
C 1.22460 -0.41516 0.78457 -0.516
C 0.61048 0.99630 0.77329 -0.519
O 0.60882 1.62509 -0.59255 -0.500
C -0.55684 1.06533 -0.14688 -0.440
H -2.55315 -1.48054 0.04840 0.264
H -2.20776 -0.33088 1.23739 0.273
H -1.15067 -0.33193 -1.56918 0.406
H -0.29540 -2.13242 0.59143 0.287
H 1.75573 -0.48951 -1.52553 0.184
H 2.28857 -1.91484 -0.44897 0.274
H 1.71002 -0.72330 1.65753 0.537
H 0.89910 1.66356 1.44554 0.746
H -1.31655 1.83926 0.11718 0.476
```

HOMO energy	-9.145	eV
E_LUMO	1.05	eV
frontier orbital gap	10.2	eV
charge	0
SMILES string	N[C@@H]1[C@H]2C[C@H]2[C@H]2O[C@@H]12

***

two.
Molecular formula: C6H9NO
Method: DFT, ωB97M-V/def2-TZVPD

```
17
Properties=species:S:1:pos:R:3:mulliken_charge:R:1
C 0.31497 0.69736 -0.87757 0.365
C 1.74080 0.32790 -0.41743 -0.590
C 1.72994 -0.44638 0.67018 -0.508
C 0.35088 -0.44796 1.16602 -0.621
C -0.62989 -1.20940 0.42589 0.219
C -0.56615 0.27637 0.05028 -0.743
H -1.28207 1.46997 -1.92505 0.345
H -1.04715 2.66974 -0.33126 0.292
H -0.10262 0.24886 -1.85895 0.153
H 2.43182 0.56837 -1.13899 0.458
H 2.67806 -0.74239 1.24657 0.330
H 0.35221 -0.28764 2.16244 0.572
H -0.21806 -2.05844 -0.28643 0.289
H -2.15916 -2.39977 1.21459 0.333
H -1.50639 0.71239 0.30740 0.424
N -0.19390 2.03115 -1.28862 -0.744
O -1.89329 -1.41010 0.88091 -0.574
```

HOMO energy	-8.729	eV
E_LUMO	0.53	eV
frontier orbital gap	9.3	eV
charge	0

***

Referenced to the most stable arrangement, the calculated values in kcal/mol are one 0.0; two 102.9.

***

one.
Molecular formula: C6H9NO
Method: DFT, ωB97M-V/def2-TZVPD

```
17
Properties=species:S:1:pos:R:3:mulliken_charge:R:1
C 0.97708 0.33320 -1.29577 -0.607
C 1.51474 0.42772 0.20216 -0.048
O 1.21005 -0.81072 0.87212 -0.452
C 0.58859 0.44762 1.41196 -0.128
C -0.95063 0.29910 1.18651 -0.497
C -1.44218 0.11650 -0.09342 -0.173
N -1.34690 -1.06055 -1.02749 -0.643
C -0.57930 0.37092 -1.34800 -0.071
H 1.42066 -0.85161 -1.70744 0.239
H 1.40629 1.33570 -1.92190 0.271
H 2.63480 0.77125 0.22274 0.280
H 0.80604 0.95903 2.36883 0.389
H -1.43710 1.22374 1.79860 0.312
H -1.14136 -0.64091 1.80799 0.217
H -2.56297 0.39732 0.00262 0.276
H -0.74793 -1.95096 -0.59693 0.295
H -1.28028 0.69569 -2.13973 0.341
```

HOMO energy	-8.896	eV
E_LUMO	0.91	eV
frontier orbital gap	9.8	eV
charge	0
SMILES string	C1[C@@H]2O[C@@H]2C[C@@H]2N[C@H]12

***

two.
Molecular formula: C6H9NO
Method: DFT, ωB97M-V/def2-TZVPD

```
17
Properties=species:S:1:pos:R:3:mulliken_charge:R:1
C -0.71451 -1.61202 0.59613 -1.293
C 0.30845 -0.75356 -0.07008 -0.211
C 0.49233 0.57650 0.04721 0.736
C 1.73168 1.26039 -0.44432 -1.261
N -0.35790 1.39958 0.74379 -0.454
C -1.61634 1.28706 0.60847 -0.206
C -2.25440 0.51361 -0.47218 -0.048
O -3.35602 0.02682 -0.43166 -0.477
H -1.47078 -1.96931 -0.10569 0.305
H -1.22504 -1.07885 1.39826 0.368
H -0.22437 -2.49134 1.01899 0.400
H 1.09824 -1.30827 -0.56680 0.307
H 2.42485 0.54557 -0.87790 0.350
H 2.21278 1.76612 0.39158 0.315
H 1.48399 2.01689 -1.18825 0.289
H -2.25846 1.85633 1.27023 0.404
H -1.63177 0.45372 -1.38901 0.477
```

HOMO energy	-8.802	eV
E_LUMO	-0.19	eV
frontier orbital gap	8.6	eV
charge	0
SMILES string	C/C=C(C)\N=C/C=O

***

Referenced to the most stable arrangement, the calculated values in kcal/mol are one 93.1; two 0.0.

***

one.
Molecular formula: C6H9NO
Method: DFT, ωB97M-V/def2-TZVPD

```
17
Properties=species:S:1:pos:R:3:mulliken_charge:R:1
C 0.07526 -1.94921 0.27377 -0.596
C 1.00349 -1.11265 0.58206 0.720
C -1.43161 -0.18999 0.31815 -0.327
C -0.96771 0.79472 -0.65696 0.178
C 2.53996 -1.23394 0.58171 -1.219
C -1.80146 2.08005 -0.93611 -1.260
N -0.46740 0.70221 0.68868 -0.254
O 0.87282 0.20052 0.82104 -0.212
H -0.06677 -3.01342 0.10724 0.346
H -2.40975 -0.35946 0.76853 0.233
H -0.34085 0.52922 -1.41783 0.490
H 2.85561 -0.82940 1.50290 0.325
H 3.02478 -0.59172 -0.18424 0.252
H 3.04833 -2.14108 0.56399 0.413
H -1.92303 2.25822 -2.00072 0.360
H -1.24905 2.93465 -0.50524 0.257
H -2.76262 1.92128 -0.50697 0.294
```

HOMO energy	-8.698	eV
E_LUMO	0.56	eV
frontier orbital gap	9.3	eV
charge	0

***

two.
Molecular formula: C6H9NO
Method: DFT, ωB97M-V/def2-TZVPD

```
17
Properties=species:S:1:pos:R:3:mulliken_charge:R:1
C -1.12945 -2.71071 0.75777 -0.775
N -0.72391 -1.43670 0.59678 -0.122
C -0.39377 -0.69609 -0.53795 0.234
O -0.25530 -1.32288 -1.63312 -0.656
C 0.08242 0.60281 -0.26304 0.572
C 0.28100 1.46839 0.76654 -0.570
C 1.18082 2.37360 -0.09632 -0.410
C 0.93257 1.44421 -1.30126 -0.727
H -0.50136 -3.21710 1.66925 0.213
H -2.19717 -2.70802 0.97164 0.304
H -0.67852 -3.31568 -0.25994 0.263
H -1.15313 -0.65365 1.29112 0.219
H -0.02308 1.66102 1.78738 0.371
H 0.45004 3.26059 -0.03797 0.202
H 2.15168 2.52138 0.21547 0.384
H 0.26548 1.83441 -2.07183 0.221
H 1.71168 0.89444 -1.85452 0.276
```

HOMO energy	-9.110	eV
E_LUMO	0.51	eV
frontier orbital gap	9.6	eV
charge	0
SMILES string	CNC(=O)C1=CCC1

***

Referenced to the most stable arrangement, the calculated values in kcal/mol are one 75.2; two 0.0.

***

one.
Molecular formula: C3H3Br2NO
Method: DFT, ωB97M-V/def2-TZVPD

```
10
Properties=species:S:1:pos:R:3:mulliken_charge:R:1
C -0.17830 0.38683 1.25947 0.603
C 0.04233 -0.73175 -0.93719 -0.299
C 0.45730 0.35424 -0.05924 -0.205
N -0.35376 0.63530 -1.21368 -0.383
O -1.26399 0.74820 1.45180 -0.371
Br 1.26748 -0.44376 2.55537 -0.257
Br -1.93148 1.22432 -0.87424 -0.016
H 1.03568 -1.23497 -1.38292 0.254
H -0.58565 -1.56915 -0.53327 0.275
H 1.51038 0.63074 -0.26610 0.398
```

HOMO energy	-8.974	eV
E_LUMO	0.32	eV
frontier orbital gap	9.3	eV
charge	0

***

two.
Molecular formula: C3H3Br2NO
Method: DFT, ωB97M-V/def2-TZVPD

```
10
Properties=species:S:1:pos:R:3:mulliken_charge:R:1
C -1.27382 0.16514 0.06491 0.261
C 0.86561 0.33551 0.23790 -0.502
C 0.23467 -0.90581 -0.46914 0.140
N -0.32308 0.98466 0.56003 -0.012
O -2.45570 0.16697 -0.10631 -0.488
Br 0.43508 -0.92851 -2.43800 -0.095
Br 0.24348 -2.70817 0.35247 -0.087
H 1.53920 0.10289 1.18647 0.263
H 1.45052 0.99845 -0.45771 0.274
H -0.71596 1.78887 1.06938 0.246
```

HOMO energy	-9.229	eV
E_LUMO	0.20	eV
frontier orbital gap	9.4	eV
charge	0

***

Referenced to the most stable arrangement, the calculated values in kcal/mol are one 46.6; two 0.0.